Formula: C18H62N16O18
Source: OMol25
Level of theory: the ωB97M-V functional and the def2-TZVPD basis

Output
Lowest unoccupied orbital energy (eV): 0.30
Total charge: 0
Molar mass (g/mol): 790.8
Largest force on an atom (hartree/bohr): 0.092

Last column: Mulliken charge in e.
Geometry (Å):
1 C 0.257 -2.091 3.198  0.413
2 O -0.911 -1.686 2.996  -0.871
3 N 1.098 -2.699 2.239  -0.019
4 N 0.924 -1.865 4.439  -0.236
5 H 2.106 -2.697 2.423  0.458
6 H 0.636 -2.695 1.317  -0.410
7 H 0.398 -2.006 5.233  0.243
8 H 1.895 -2.068 4.452  0.203
9 C -2.691 4.146 -0.731  0.149
10 O -3.112 3.042 -0.369  -0.325
11 N -1.909 4.895 0.134  -0.385
12 N -3.027 4.732 -1.902  -0.378
13 H -1.243 5.638 -0.154  0.253
14 H -1.604 4.364 0.945  0.146
15 H -2.807 5.734 -1.981  0.190
16 H -3.769 4.265 -2.402  0.280
17 C -2.340 -3.140 -3.825  0.229
18 O -2.122 -3.853 -4.816  -0.792
19 N -2.387 -3.718 -2.644  -0.115
20 N -2.533 -1.712 -3.929  -0.213
21 H -2.430 -4.688 -2.729  0.282
22 H -2.128 -3.202 -1.810  0.031
23 H -2.777 -1.244 -3.074  0.140
24 H -2.731 -1.403 -4.856  0.210
25 C 1.410 -4.597 -4.353  0.488
26 O 2.516 -5.071 -4.211  -0.688
27 N 0.371 -5.409 -4.638  -0.334
28 N 1.125 -3.259 -4.236  -0.352
29 H 0.609 -6.374 -4.900  0.194
30 H -0.607 -4.994 -4.783  0.293
31 H 1.775 -2.720 -3.749  0.258
32 H 0.197 -2.857 -4.097  0.334
33 C 3.109 -2.603 -1.403  0.003
34 O 2.830 -1.566 -0.719  -0.728
35 N 2.558 -3.811 -1.155  -0.331
36 N 3.869 -2.472 -2.503  -0.164
37 H 2.518 -4.543 -1.865  0.279
38 H 1.707 -3.699 -0.598  0.253
39 H 4.474 -1.582 -2.625  0.312
40 H 4.258 -3.285 -2.939  0.242
41 C -1.199 -4.374 0.295  0.265
42 O -0.159 -3.814 -0.066  -0.352
43 N -2.045 -3.981 1.318  -0.250
44 N -1.595 -5.543 -0.396  -0.532
45 H -2.787 -4.603 1.565  0.203
46 H -1.869 -3.160 1.892  0.128
47 H -2.499 -5.980 -0.132  0.189
48 H -0.805 -6.192 -0.417  0.270
49 C 0.411 2.694 3.669  0.302
50 O 1.506 3.218 4.001  -0.736
51 N 0.089 1.373 3.755  -0.159
52 N -0.592 3.425 3.085  0.018
53 H 0.891 0.799 4.099  0.187
54 H -0.508 0.948 3.073  0.043
55 H -1.539 3.082 3.068  0.002
56 H -0.555 4.352 3.390  0.310
57 C 3.083 -0.659 2.967  -0.002
58 O 3.441 -1.791 3.292  -0.806
59 N 3.389 0.377 3.839  -0.123
60 N 2.459 -0.231 1.827  0.776
61 H 3.186 1.364 3.713  0.070
62 H 3.900 0.167 4.650  0.228
63 H 2.596 -0.906 1.102  0.024
64 H 2.716 0.721 1.524  0.274
65 C 2.626 3.937 0.308  -0.356
66 C 2.866 4.942 1.415  -0.637
67 O 1.762 5.606 1.952  -0.632
68 O 2.525 2.579 0.735  -0.205
69 H 3.562 3.992 -0.259  0.292
70 H 1.837 4.254 -0.391  0.301
71 H 3.350 5.782 0.968  0.458
72 H 3.501 4.649 2.261  0.235
73 H 1.338 5.001 2.584  0.253
74 H 1.607 2.273 0.605  -0.203
75 C -6.199 2.748 -2.396  -0.622
76 C -5.829 2.656 -0.915  -0.477
77 O -5.075 1.517 -0.634  -0.519
78 O -5.129 3.020 -3.221  -0.592
79 H -7.042 3.439 -2.549  0.373
80 H -6.629 1.816 -2.702  0.322
81 H -6.716 2.620 -0.307  0.514
82 H -5.380 3.597 -0.651  0.163
83 H -4.164 1.785 -0.663  0.598
84 H -4.576 2.271 -3.216  0.288
85 C -3.816 0.260 2.147  -0.751
86 C -3.799 1.434 3.149  -0.409
87 O -3.490 2.594 2.484  -0.671
88 O -2.532 0.144 1.508  0.384
89 H -4.527 0.229 1.380  0.429
90 H -3.890 -0.755 2.735  0.274
91 H -3.017 1.261 3.936  0.243
92 H -4.755 1.429 3.590  0.517
93 H -3.195 2.463 1.599  0.219
94 H -2.003 -0.478 1.996  -0.092
95 C 5.790 0.904 -1.321  -0.076
96 C 6.479 0.127 -0.254  -0.207
97 O 6.930 -1.105 -0.850  -0.487
98 O 4.732 0.212 -1.943  -0.583
99 H 6.481 1.305 -2.046  0.354
100 H 5.342 1.844 -0.882  -0.051
101 H 5.823 -0.075 0.633  0.006
102 H 7.279 0.660 0.224  0.503
103 H 7.868 -1.201 -0.597  0.275
104 H 4.209 -0.142 -1.175  0.171
105 C -0.045 0.808 -0.998  -0.558
106 C -0.373 -0.629 -0.999  1.124
107 O -1.783 -0.858 -1.093  -0.061
108 O -0.369 1.516 0.200  0.717
109 H -0.470 1.295 -1.893  0.107
110 H 1.038 0.713 -1.101  0.188
111 H 0.085 -1.088 -0.100  -0.700
112 H 0.229 -1.095 -1.854  -0.195
113 H -2.183 -0.506 -0.249  0.182
114 H -1.304 1.758 0.356  -0.280